1.
One molecule with the formula C3H7N in a non-equilibrium geometry, computed with ωB97M-V/def2-TZVPD.

Its maximum force is 0.100 hartree/bohr. As for the HOMO energy: -8.723 eV. As for the calculated total energy: -173.17793 a.u. Its LUMO energy is 1.255 eV. As for the structure (SMILES): C1CNC1.

Structure (XYZ):
```
11
C3H7N (ωB97M-V/def2-TZVPD)
C 0.48 -0.81 -0.16
C 0.42 0.59 -0.80
N -0.86 0.70 -0.14
C -0.51 -0.28 0.89
H 1.45 -1.33 0.08
H 0.01 -1.51 -0.81
H 0.31 0.60 -1.86
H 1.41 1.13 -0.55
H -1.44 1.59 0.29
H 0.08 0.15 1.64
H -1.35 -0.84 1.42
```

---

2.
C25H51Cl4CuO11S5 as an isolated structure in a non-equilibrium geometry, computed with ωB97M-V/def2-TZVPD.

Its maximum force is 0.037 hartree/bohr. As for the HOMO energy: -7.286 eV. As for the calculated total energy: -7282.92203 a.u. Its LUMO energy is 0.311 eV.

Structure (XYZ):
```
97
C25H51Cl4CuO11S5 (ωB97M-V/def2-TZVPD)
Cu 2.45 0.45 -0.68
C -0.47 -0.10 0.20
O 0.78 -0.20 0.76
H -0.45 -0.11 -0.91
H -1.09 -0.99 0.43
H -1.08 0.78 0.51
C 2.08 2.39 -5.56
C 1.60 3.27 -4.39
C 0.34 2.66 -3.83
S 0.74 0.91 -3.77
O -0.40 0.11 -4.15
O 1.47 0.61 -2.56
C 1.94 0.94 -5.13
H 3.11 2.66 -5.77
H 1.48 2.62 -6.44
H 1.48 4.31 -4.70
H 2.41 3.28 -3.65
H -0.50 2.76 -4.52
H 0.00 3.06 -2.87
H 1.46 0.32 -5.89
H 2.81 0.38 -4.78
C 0.23 3.56 3.37
C 0.18 5.05 2.96
C 0.77 5.15 1.57
S 0.28 3.64 0.74
O 1.42 2.94 0.23
O -0.83 3.95 -0.14
C -0.41 2.82 2.21
H -0.36 3.52 4.29
H 1.21 3.16 3.63
H 0.77 5.63 3.67
H -0.86 5.38 2.94
H 1.86 5.15 1.60
H 0.53 6.04 1.00
H -0.08 1.79 2.00
H -1.49 2.84 2.22
C -6.44 1.53 1.38
C -5.63 0.34 0.86
C -4.34 0.31 1.65
S -4.86 0.71 3.35
O -3.93 1.62 3.96
O -5.21 -0.49 4.06
C -6.40 1.54 2.89
H -7.46 1.57 0.99
H -5.99 2.45 1.00
H -5.40 0.49 -0.19
H -6.22 -0.57 0.98
H -3.64 1.13 1.50
H -3.78 -0.62 1.74
H -6.43 2.51 3.39
H -7.16 0.98 3.44
C 2.11 0.52 4.17
C 1.66 -0.88 3.74
C 2.78 -1.48 2.91
S 3.78 -0.10 2.34
O 3.86 -0.13 0.90
O 4.99 -0.04 3.11
C 2.65 1.18 2.91
H 2.86 0.44 4.96
H 1.28 1.09 4.60
H 0.74 -0.82 3.15
H 1.42 -1.50 4.61
H 2.47 -1.96 1.98
H 3.46 -2.17 3.42
H 1.90 1.20 2.11
H 3.27 2.07 2.98
C 2.08 -4.19 -1.53
C 3.28 -4.77 -2.27
C 4.34 -3.68 -2.20
S 3.43 -2.17 -2.58
O 3.40 -1.97 -4.02
O 3.85 -1.07 -1.75
C 1.82 -2.77 -2.06
H 2.24 -4.17 -0.45
H 1.18 -4.77 -1.70
H 3.08 -5.04 -3.31
H 3.69 -5.67 -1.80
H 5.22 -3.66 -2.85
H 4.66 -3.53 -1.17
H 1.25 -2.91 -2.97
H 1.44 -2.05 -1.33
Cl -2.74 -3.45 2.29
C -1.00 -3.08 2.31
C -0.27 -3.63 1.13
Cl -0.14 -5.42 1.17
H -0.57 -3.33 3.29
H -0.92 -1.99 2.30
H 0.74 -3.21 1.13
H -0.79 -3.39 0.20
Cl -1.44 -4.60 -3.14
C -2.46 -3.25 -3.70
C -2.30 -2.02 -2.82
Cl -3.20 -2.21 -1.30
H -3.49 -3.59 -3.65
H -2.13 -3.00 -4.71
H -2.74 -1.19 -3.37
H -1.25 -1.86 -2.59
```

---

3.
A 8-piece molecular cluster, C12H32N9O18PS overall in a non-equilibrium geometry, computed with ωB97M-V/def2-TZVPD.

Its maximum force is 0.093 hartree/bohr. As for the HOMO energy: -8.373 eV. As for the calculated total energy: -3062.33895 a.u. Its LUMO energy is -0.165 eV. As for the structure (SMILES): CO[C@@H](OC#N)[C@H](OCS)P(N)O.C[N+](=O)[O-].C[N+](=O)[O-].C[N+](=O)[O-].C[N+](=O)[O-].C[N+](=O)[O-].C[N+](=O)[O-].C[N+](=O)[O-].

Structure (XYZ):
```
73
C12H32N9O18PS (ωB97M-V/def2-TZVPD)
C 0.96 -0.80 2.49
O -0.44 -0.62 2.73
C -1.23 -0.96 1.64
O -1.10 -2.37 1.27
C -0.59 -2.47 0.05
N 0.13 -2.71 -0.78
C -2.73 -0.77 2.10
O -3.24 -2.07 2.39
C -4.62 -2.05 2.76
S -5.59 -2.79 1.38
P -3.75 0.23 0.86
N -4.92 1.17 1.77
O -2.74 1.42 0.21
H 1.46 0.17 2.30
H 1.39 -1.22 3.43
H 1.20 -1.53 1.70
H -1.00 -0.32 0.76
H -2.71 -0.21 3.07
H -4.98 -1.07 3.11
H -4.72 -2.75 3.62
H -6.44 -1.81 0.94
H -5.26 1.86 1.10
H -5.74 0.61 1.99
H -2.09 1.71 0.88
C -2.77 5.31 0.73
N -3.91 4.51 1.26
O -3.76 3.94 2.32
O -4.92 4.48 0.58
H -1.95 5.24 1.44
H -2.50 4.89 -0.23
H -3.11 6.33 0.63
C -7.06 6.59 2.70
N -6.43 7.90 2.41
O -5.22 7.92 2.24
O -7.16 8.87 2.36
H -6.29 5.83 2.71
H -7.55 6.67 3.67
H -7.79 6.39 1.91
C 3.26 -2.70 -1.04
N 4.70 -2.94 -0.74
O 5.01 -4.03 -0.32
O 5.46 -2.01 -0.95
H 2.70 -3.61 -0.81
H 2.93 -1.88 -0.41
H 3.17 -2.46 -2.09
C 6.66 -4.04 -3.88
N 5.74 -4.06 -5.04
O 6.21 -3.84 -6.14
O 4.57 -4.28 -4.81
H 7.67 -3.83 -4.23
H 6.32 -3.27 -3.20
H 6.61 -5.02 -3.41
C -4.70 9.11 6.14
N -5.82 8.15 6.34
O -6.65 8.40 7.19
O -5.82 7.16 5.62
H -4.83 9.93 6.84
H -3.78 8.58 6.33
H -4.75 9.47 5.12
C 9.42 -3.30 -7.18
N 10.86 -3.54 -6.91
O 11.19 -4.63 -6.48
O 11.62 -2.61 -7.12
H 8.87 -4.21 -6.94
H 9.10 -2.48 -6.56
H 9.32 -3.06 -8.24
C 2.81 -7.69 -3.49
N 4.26 -7.92 -3.21
O 4.58 -9.02 -2.79
O 5.01 -7.00 -3.42
H 2.26 -8.60 -3.26
H 2.49 -6.87 -2.87
H 2.73 -7.44 -4.55
```

---

4.
C21H17F5N4O7SeW as an isolated structure in a non-equilibrium geometry, computed with ωB97M-V/def2-TZVPD.

Its maximum force is 0.030 hartree/bohr. As for the HOMO energy (spin up / spin down): -8.045 / -8.164 eV. The expectation value of S² is 2.02. Its spin multiplicity is 3. As for the calculated total energy: -4524.00067 a.u. Its LUMO energy (spin up / spin down) is -0.824 / -1.482 eV.

Structure (XYZ):
```
56
C21H17F5N4O7SeW (ωB97M-V/def2-TZVPD)
W -0.33 0.35 -0.15
O 3.39 1.98 0.36
C 2.31 1.49 0.52
O 1.68 0.70 -0.33
C 1.55 1.59 1.82
C 1.99 2.12 3.01
C 1.22 1.89 4.16
C 0.09 1.08 4.10
C -0.29 0.60 2.86
N 0.39 0.92 1.77
C -1.39 -0.39 2.54
O -2.02 -0.95 3.39
O -1.48 -0.58 1.24
H 2.92 2.67 3.03
H 1.54 2.30 5.11
H -0.48 0.80 4.97
C 2.33 -1.86 2.48
O 1.23 -1.90 1.59
C 1.24 -3.04 0.76
C 0.09 -2.91 -0.22
O 0.23 -1.68 -0.97
C 0.57 -1.79 -2.36
C 1.23 -0.51 -2.79
O 0.33 0.56 -2.52
C 0.82 1.82 -2.99
H 2.44 -2.81 3.02
H 2.14 -1.07 3.20
H 3.26 -1.64 1.95
H 1.11 -3.95 1.36
H 2.19 -3.12 0.22
H -0.87 -2.88 0.29
H 0.09 -3.75 -0.92
H -0.36 -1.96 -2.91
H 1.25 -2.63 -2.50
H 1.45 -0.55 -3.86
H 2.16 -0.35 -2.23
H 1.16 1.70 -4.02
H 1.65 2.17 -2.36
H 0.00 2.52 -2.95
F -5.09 3.94 -4.87
C -4.49 3.02 -4.12
C -4.25 1.75 -4.62
F -4.61 1.46 -5.87
C -3.63 0.80 -3.83
F -3.41 -0.40 -4.37
C -3.23 1.07 -2.52
Se -2.44 -0.36 -1.53
C -3.50 2.34 -2.04
F -3.21 2.68 -0.79
C -4.12 3.31 -2.82
F -4.36 4.52 -2.32
N -1.64 6.71 -0.09
C -1.02 5.75 -0.26
N -0.22 4.72 -0.47
C -0.47 3.51 -0.37
N -0.60 2.33 -0.34
```

---

5.
C32H28BN6O3RhS5Sb as an isolated structure in a non-equilibrium geometry, computed with ωB97M-V/def2-TZVPD.

Its maximum force is 0.094 hartree/bohr. As for the HOMO energy (spin up / spin down): -3.929 / -5.429 eV. As for the net charge: -1. The expectation value of S² is 6.02. Its spin multiplicity is 5. As for the calculated total energy: -4156.99506 a.u. Its LUMO energy (spin up / spin down) is 1.873 / 0.839 eV.

Structure (XYZ):
```
77
C32H28BN6O3RhS5Sb (ωB97M-V/def2-TZVPD)
Rh -11.10 8.82 13.07
B -12.36 11.75 14.26
N -10.94 11.35 14.60
C -10.18 11.88 15.62
C -8.86 11.45 15.60
C -8.91 10.43 14.60
N -10.07 10.39 13.97
N -12.77 11.33 12.87
C -13.55 12.10 12.05
C -13.63 11.51 10.77
C -12.84 10.33 10.87
N -12.33 10.25 12.09
H -13.12 11.26 15.17
H -12.37 12.96 14.33
H -10.56 12.61 16.34
H -8.00 11.90 16.13
H -8.16 9.75 14.24
H -14.11 13.01 12.41
H -14.15 11.87 9.86
H -12.62 9.60 10.12
O -14.09 5.85 10.67
S -13.68 6.84 11.64
O -14.35 8.14 11.56
O -14.00 6.36 13.02
S -11.59 7.05 11.57
S -11.86 7.51 15.10
Sb -14.36 7.53 14.95
C -15.87 9.11 14.50
C -16.81 9.14 15.50
C -17.90 9.93 15.41
C -17.99 10.82 14.35
C -17.03 10.86 13.35
C -16.00 9.89 13.35
C -13.97 7.80 17.11
C -13.58 6.64 17.76
C -13.08 6.72 19.09
C -12.63 7.93 19.54
C -12.83 9.07 18.74
C -13.51 9.02 17.55
C -15.37 5.71 15.54
C -15.18 4.50 14.91
C -15.93 3.41 15.39
C -16.76 3.55 16.47
C -16.99 4.81 17.03
C -16.26 5.93 16.57
H -16.61 8.59 16.43
H -18.72 9.87 16.15
H -18.81 11.47 14.28
H -17.18 11.50 12.47
H -15.31 9.76 12.55
H -13.58 5.65 17.31
H -13.00 5.81 19.69
H -12.18 8.05 20.55
H -12.41 10.08 19.06
H -13.77 9.87 16.95
H -14.53 4.37 14.06
H -15.83 2.46 14.91
H -17.17 2.69 16.99
H -17.76 4.95 17.78
H -16.29 6.84 17.06
S -7.51 5.93 13.22
C -8.63 7.03 13.23
N -9.43 7.90 13.10
S -7.33 9.23 9.05
C -9.03 8.85 9.41
N -9.78 9.85 9.76
C -9.00 11.01 9.87
C -9.47 12.24 10.37
C -8.57 13.30 10.49
C -7.26 13.19 9.99
C -6.77 11.96 9.49
C -7.68 10.87 9.42
H -9.26 7.81 9.45
H -10.52 12.28 10.60
H -8.80 14.21 11.02
H -6.62 14.08 9.98
H -5.71 11.80 9.29
```

---

6.
CH2F2IN3 as an isolated structure in a non-equilibrium geometry, computed with ωB97M-V/def2-TZVPD.

Its maximum force is 0.108 hartree/bohr. As for the HOMO energy: -8.832 eV. As for the calculated total energy: -700.82198 a.u. Its LUMO energy is 0.186 eV.

Structure (XYZ):
```
9
CH2F2IN3 (ωB97M-V/def2-TZVPD)
C -0.29 -0.18 -0.07
N -1.31 -1.02 -0.11
N -0.35 0.86 -0.84
N 0.83 -0.26 0.81
F 1.10 0.93 1.49
F 1.91 -0.28 -0.07
I -1.20 -2.70 0.96
H -1.19 1.08 -1.30
H 0.50 1.56 -0.87
```

---

7.
C11H20DyI2N3O as an isolated structure in a non-equilibrium geometry, computed with ωB97M-V/def2-TZVPD.

Its maximum force is 0.066 hartree/bohr. As for the HOMO energy (spin up / spin down): 1.061 / 0.929 eV. As for the net charge: -2. The expectation value of S² is 9.37. Its spin multiplicity is 6. As for the calculated total energy: -2151.05752 a.u. Its LUMO energy (spin up / spin down) is 4.695 / 4.697 eV.

Structure (XYZ):
```
38
C11H20DyI2N3O (ωB97M-V/def2-TZVPD)
C 1.80 2.74 -1.31
I 2.47 -0.54 0.01
H 1.48 3.70 -1.75
H 2.20 2.08 -2.09
H 2.62 2.85 -0.58
C -0.38 -1.99 -4.13
C -0.44 -0.58 -2.34
N -0.20 -1.86 -2.76
H -0.95 -0.43 -5.58
I -3.31 -0.56 -0.15
N -0.71 0.09 -3.50
H -0.27 -2.94 -4.61
Dy -0.46 -0.12 0.12
C 0.76 1.93 -0.65
O -0.36 2.17 -0.19
C -0.70 -0.76 -4.59
C -0.98 1.51 -3.64
H -1.44 1.64 -4.63
H -0.06 2.12 -3.61
H -1.65 1.89 -2.86
C 0.13 -2.99 -1.92
H 0.50 -3.80 -2.57
H -0.75 -3.35 -1.36
H 0.91 -2.75 -1.19
C -1.25 0.72 4.10
C -0.03 -0.02 3.58
C 1.22 0.72 4.03
C 0.00 -1.44 4.12
N -0.12 -0.11 2.11
H -1.25 0.74 5.19
H -2.17 0.26 3.75
H -1.24 1.76 3.75
H 1.27 0.74 5.13
H 2.13 0.24 3.66
H 1.21 1.76 3.68
H -0.89 -2.00 3.80
H 0.88 -1.99 3.75
H 0.03 -1.43 5.21
```

---

8.
C16H44AlBeClCsFLiNNaO12PS2 as an isolated structure in a non-equilibrium geometry, computed with ωB97M-V/def2-TZVPD.

Its maximum force is 0.143 hartree/bohr. As for the HOMO energy: -5.736 eV. As for the calculated total energy: -3738.01105 a.u. Its LUMO energy is -4.962 eV.

Structure (XYZ):
```
83
C16H44AlBeClCsFLiNNaO12PS2 (ωB97M-V/def2-TZVPD)
C -2.66 -1.08 -0.01
C -3.82 -2.16 -0.16
O -3.39 -3.39 -0.66
Al -2.48 -3.19 -2.27
C -3.38 -4.07 -3.88
C -2.81 -3.60 -5.29
C -1.91 -2.32 -5.20
C -1.39 -1.87 -6.63
S 0.27 -1.08 -6.34
O 0.57 -0.03 -7.34
O 0.35 -0.48 -4.97
Cl 1.65 -2.68 -6.48
H -2.91 -0.23 -0.74
H -1.60 -1.47 -0.24
H -2.62 -0.57 1.04
H -4.23 -2.34 0.87
H -4.64 -1.73 -0.77
H -2.17 -1.65 -2.52
H -1.06 -3.93 -2.08
H -3.17 -5.18 -3.84
H -4.49 -3.97 -3.92
H -2.14 -4.41 -5.70
H -3.65 -3.49 -6.04
H -2.43 -1.48 -4.71
H -0.99 -2.62 -4.63
H -1.25 -2.80 -7.21
H -2.02 -1.11 -7.11
Cs -0.89 -0.43 1.70
Be 1.94 -5.16 -6.77
C -0.19 0.38 7.89
O -0.19 -0.18 6.57
H -0.71 1.33 7.86
H -0.70 -0.29 8.58
H 0.84 0.55 8.22
H 0.27 -1.02 6.62
C -0.46 4.59 5.72
C -0.17 4.93 7.18
N 1.04 4.29 7.68
C 1.17 4.38 9.13
C 1.36 5.77 9.75
C 2.25 4.55 6.91
C 2.70 6.00 6.74
H -0.51 3.50 5.57
H -1.42 5.02 5.43
H 0.30 5.00 5.05
H -1.02 4.57 7.77
H -0.14 6.02 7.29
H 2.00 3.75 9.45
H 0.28 3.91 9.58
H 2.36 6.16 9.60
H 1.21 5.70 10.84
H 0.63 6.51 9.37
H 2.13 4.10 5.92
H 3.07 3.98 7.36
H 1.87 6.66 6.48
H 3.42 6.06 5.92
H 3.19 6.39 7.63
F -4.39 -3.66 -7.87
O 1.80 2.79 12.09
P 0.68 3.56 12.79
O -0.54 3.64 11.88
O 1.20 4.96 13.11
O 0.31 2.87 14.11
O 4.53 -3.60 -9.42
S 3.67 -3.10 -10.47
O 2.27 -3.42 -10.51
O 4.33 -3.48 -11.89
C 4.67 -4.84 -12.14
C 3.46 -5.68 -12.50
C 3.87 -1.35 -10.59
H 5.20 -5.27 -11.28
H 5.37 -4.84 -12.98
H 2.78 -5.78 -11.65
H 3.76 -6.68 -12.82
H 2.89 -5.21 -13.30
H 4.93 -1.12 -10.62
H 3.40 -0.91 -9.71
H 3.36 -1.00 -11.49
Na -2.61 3.00 4.01
Li -1.11 5.60 10.36
O -7.43 -3.45 -3.17
H -6.94 -4.25 -3.41
H -6.77 -2.91 -2.73
```